1.
The following is a DFT calculation (the ωB97M-V functional and the def2-TZVPD basis) of 2 unconnected molecules or ions with the total composition C7H11N3O3 at a distorted geometry.

Energy above the lowest of the compared OMol25 structures with the same formula, charge and spin   258.4 kJ/mol
Frontier orbital gap   9.86 eV
Structure (SMILES)   O=c1cc[nH]c(=O)[nH]1.CNC(C)=O

Last column: Mulliken charge in e.
Positions of all 24 atoms, in Å:
1 C -1.2326 -1.2017 -0.7604  0.8395
2 C -1.9570 -1.3139 0.5144  -0.8008
3 C -2.5523 -0.1875 0.9871  -0.2450
4 C -1.6539 1.2351 -0.7192  0.2646
5 C 1.5718 -1.8353 0.1741  -0.8563
6 C 1.4754 -0.3823 -0.3168  0.6700
7 C 2.0873 2.0063 0.1376  -0.6182
8 H -0.4641 0.2659 -2.0276  0.3999
9 H -2.1618 -2.2950 0.9683  0.4027
10 H -3.1359 -0.1100 1.8925  0.4295
11 H -2.6610 1.8755 0.9058  0.3052
12 H 1.7813 -2.0990 1.3296  0.2305
13 H 2.3586 -2.6098 -0.2697  0.2321
14 H 0.6039 -2.2881 -0.1099  0.2855
15 H 2.2108 0.1670 1.5032  0.3310
16 H 1.5402 2.0430 -0.8361  0.2756
17 H 1.3567 2.3201 0.9974  0.2127
18 H 3.1479 2.5398 0.0031  0.2528
19 N -1.1901 0.0701 -1.3413  -0.1333
20 N -2.4637 1.0016 0.3011  -0.1368
21 N 2.3120 0.4933 0.3992  -0.3901
22 O -0.6155 -2.0737 -1.3766  -0.6623
23 O -1.2638 2.3822 -1.0428  -0.6520
24 O 0.9056 -0.0034 -1.3130  -0.6369

Cartesian forces (eV/Å) of the 2 atoms listed first:
C 0.4 -0.3 -2.0
C -0.8 0.3 0.1


2.
The following is a DFT calculation (the ωB97M-V functional and the def2-TZVPD basis) of 2 unconnected molecules or ions with the total composition C8H8BrN2O2 at a distorted geometry.

Energy above the lowest of the compared OMol25 structures with the same formula, charge and spin   39.1 kJ/mol
Frontier orbital gap   7.13 eV
Total charge   +1

Last column: Mulliken charge in e.
Positions of all 21 atoms, in Å:
1 C -2.6650 -0.7299 -1.0893  -0.3741
2 C -1.7169 -0.7265 -2.1059  -0.5984
3 C -2.4231 -0.0570 0.1027  -0.7030
4 C -0.5320 -0.0339 -1.9564  -0.1921
5 C -1.2454 0.6385 0.2867  -0.2647
6 C -0.3158 0.6637 -0.7618  0.3678
7 C 2.3883 -0.5837 0.8977  -0.8602
8 C 1.6727 -0.8153 1.9951  0.1924
9 N 1.5927 2.1966 -0.5500  0.4628
10 N 0.8252 1.3738 -0.6074  0.5021
11 O 2.4560 2.9281 -0.4466  -0.4558
12 O 1.6842 0.0732 3.0089  -0.4713
13 Br 2.3136 -1.7029 -0.6236  -0.0809
14 H -3.5940 -1.2626 -1.2264  0.4139
15 H -1.8946 -1.2685 -3.0209  0.4010
16 H -3.1569 -0.0789 0.8957  0.4015
17 H 0.2096 -0.0196 -2.7368  0.5096
18 H -1.0420 1.1625 1.2078  0.4834
19 H 3.0929 0.2290 0.8300  0.5380
20 H 1.0298 -1.6822 2.0819  0.3589
21 H 1.3207 -0.3046 3.8186  0.3690

Cartesian forces (eV/Å) of the 2 atoms listed first:
C 0.2 0.0 0.0
C 0.0 0.0 0.1


3.
The following is a DFT calculation (the ωB97M-V functional and the def2-TZVPD basis) of 5 unconnected molecules or ions with the total composition C42H62FN9O11PSi at a distorted geometry.

Frontier orbital gap   8.66 eV
Total charge   +1

Last column: Mulliken charge in e.
Positions of all 127 atoms, in Å:
1 C 2.0894 -0.3020 -0.3888  -0.6721
2 C 1.8212 0.7711 0.6649  -0.0450
3 O 0.5868 0.4383 1.2750  -0.4826
4 C 1.8940 2.1988 0.1204  -0.7053
5 O 1.3646 2.4979 -1.1974  -0.1113
6 N -0.0255 2.6766 -1.2830  -0.0037
7 C -0.6415 3.7040 -0.4632  -1.6361
8 C -1.7842 3.2001 0.4141  0.4206
9 C -2.5351 4.4316 0.9125  -1.7632
10 C -2.6534 2.1753 -0.3582  0.8217
11 C -3.4156 2.7770 -1.5433  -0.5562
12 C -4.8098 3.3432 -1.3167  -1.4586
13 O -5.7274 2.2798 -1.4028  -0.1779
14 Si -7.3154 2.4042 -0.8808  0.3930
15 C -7.8667 4.1817 -0.9348  -1.1790
16 C -7.4779 1.7483 0.8483  -0.8207
17 C -8.3411 1.3849 -2.0334  -1.1119
18 P -3.7410 1.4027 0.9522  0.6430
19 N -2.9785 0.8862 2.2039  -0.7954
20 N -1.7171 1.1104 -0.9021  1.2755
21 C -2.3317 -0.1972 -1.2759  -1.7051
22 C -2.2710 -1.2080 -0.1187  0.1388
23 C -1.3882 -2.3972 -0.4589  -0.5682
24 N -2.0946 -3.3384 -1.3326  -0.4723
25 C -0.7500 1.5908 -1.6867  0.1197
26 N -0.4511 1.0838 -2.8801  0.1488
27 C 0.6444 1.5290 -3.7435  -0.8682
28 C 1.9406 0.7437 -3.5364  0.6776
29 F 2.6079 0.6944 -4.7629  -0.3628
30 H 2.8926 0.0122 -1.0599  0.2944
31 H 1.1806 -0.5156 -0.9685  -0.4841
32 H 2.3981 -1.2382 0.0818  0.5350
33 H 2.6284 0.7167 1.4109  0.5398
34 H 0.4606 0.9341 2.0861  0.3546
35 H 1.4940 2.9302 0.8324  0.4160
36 H 2.9508 2.4508 -0.0242  0.5123
37 H -1.0077 4.5066 -1.1154  0.4101
38 H 0.1496 4.1512 0.1415  0.4283
39 H -1.3874 2.6819 1.2951  0.2715
40 H -1.8553 5.0609 1.4968  0.4559
41 H -3.3673 4.1849 1.5782  0.3653
42 H -2.9143 5.0543 0.0952  0.3847
43 H -2.8016 3.5804 -1.9785  0.6226
44 H -3.5199 2.0130 -2.3252  0.3056
45 H -4.8905 3.8754 -0.3601  0.4241
46 H -4.9926 4.0924 -2.1003  0.4658
47 H -7.8723 4.5704 -1.9585  0.3471
48 H -7.2633 4.8586 -0.3188  0.3142
49 H -8.8920 4.2246 -0.5486  0.3984
50 H -8.5389 1.5454 1.0326  0.4357
51 H -6.9337 0.8018 0.9498  0.0391
52 H -7.1318 2.4334 1.6299  0.3341
53 H -9.1370 0.8792 -1.4748  0.3506
54 H -7.7558 0.6150 -2.5457  0.3056
55 H -8.8158 2.0096 -2.7969  0.3307
56 H -4.4257 0.4669 0.1752  -0.0253
57 H -4.6888 2.4138 1.1336  -0.0169
58 H -3.2778 1.2965 3.0804  0.2670
59 H -3.3449 -0.0400 -1.6573  -0.0783
60 H -1.7513 -0.6262 -2.0927  0.8777
61 H -1.9105 -0.7005 0.7713  0.2043
62 H -3.2769 -1.5856 0.1141  -0.0816
63 H -0.4522 -2.0317 -0.9251  0.0489
64 H -1.0700 -2.8982 0.4569  0.2204
65 H -1.5168 -3.7576 -2.0480  0.2631
66 H -2.9145 -2.9376 -1.7695  0.2004
67 H -0.9993 0.3065 -3.2084  0.2665
68 H 0.7722 2.6055 -3.6096  0.2097
69 H 0.3331 1.3469 -4.7751  0.5730
70 H 1.7102 -0.2854 -3.2454  0.1906
71 H 2.6035 1.2134 -2.8111  -0.4007
72 C -4.7481 -3.6612 3.1881  -0.5142
73 C -5.8832 -3.0128 3.6606  -0.4886
74 C -6.8545 -2.5682 2.7751  -0.3770
75 C -6.6560 -2.7907 1.4249  -0.0356
76 C -5.5353 -3.4345 0.9242  -0.5078
77 C -4.5727 -3.8708 1.8256  -0.2406
78 N -7.6845 -2.3217 0.4696  1.0876
79 O -8.6464 -1.7297 0.9176  -0.6067
80 O -7.4930 -2.5243 -0.7104  -0.6256
81 H -3.9970 -4.0084 3.8855  0.4443
82 H -6.0175 -2.8542 4.7222  0.4232
83 H -7.7474 -2.0631 3.1130  0.4946
84 H -5.4301 -3.5881 -0.1397  0.5292
85 H -3.6876 -4.3753 1.4562  0.4066
86 C 3.5215 -5.6350 4.0360  -0.5827
87 C 2.2580 -5.2369 4.4564  -0.4750
88 C 1.2295 -5.0948 3.5373  -0.3299
89 C 1.5019 -5.3608 2.2074  0.2364
90 C 2.7492 -5.7591 1.7604  -0.4821
91 C 3.7667 -5.8934 2.6930  -0.4086
92 N 0.4125 -5.2161 1.2212  1.0443
93 O -0.6704 -4.8344 1.6191  -0.5914
94 O 0.6620 -5.4670 0.0572  -0.6078
95 H 4.3190 -5.7464 4.7589  0.4066
96 H 2.0699 -5.0382 5.5030  0.3922
97 H 0.2379 -4.7873 3.8345  0.5086
98 H 2.9095 -5.9564 0.7109  0.4657
99 H 4.7512 -6.2023 2.3686  0.4226
100 C 5.6923 1.5857 -3.7448  -0.6094
101 C 5.2791 2.5416 -2.8229  -0.3034
102 C 6.1888 3.1114 -1.9459  -0.5101
103 C 7.5053 2.6923 -2.0144  0.0165
104 C 7.9477 1.7462 -2.9213  -0.3649
105 C 7.0235 1.1929 -3.7955  -0.5528
106 N 8.4753 3.2640 -1.0561  1.0762
107 O 8.0621 4.0649 -0.2433  -0.6076
108 O 9.6180 2.8578 -1.1125  -0.6314
109 H 4.9749 1.1489 -4.4269  0.4612
110 H 4.2424 2.8543 -2.7836  0.6007
111 H 5.8978 3.8536 -1.2170  0.5021
112 H 8.9867 1.4517 -2.9294  0.4997
113 H 7.3453 0.4473 -4.5102  0.4119
114 C 9.7098 0.3546 0.8264  -0.5020
115 C 10.4768 -0.7779 1.0738  -0.4820
116 C 9.8905 -1.9178 1.6057  -0.4736
117 C 8.5340 -1.8910 1.8745  0.1165
118 C 7.7470 -0.7773 1.6457  -0.5185
119 C 8.3510 0.3527 1.1188  -0.2413
120 N 7.8904 -3.1045 2.4224  1.0618
121 O 8.5933 -4.0682 2.6381  -0.6068
122 O 6.6902 -3.0649 2.6188  -0.6218
123 H 10.1687 1.2453 0.4142  0.4425
124 H 11.5345 -0.7784 0.8466  0.3915
125 H 10.4607 -2.8127 1.8071  0.4610
126 H 6.6938 -0.8077 1.8817  0.5494
127 H 7.7558 1.2395 0.9379  0.4271

Cartesian forces (eV/Å) of the 2 atoms listed first:
C 0.1 0.1 0.0
C 0.0 -0.3 -0.2


- The lowest frontier orbital gap belongs to which entry?
  C8H8BrN2O2


- The lowest frontier orbital gap belongs to which entry?
  C8H8BrN2O2


Copy entry 2 word for word.
The following is a DFT calculation (the ωB97M-V functional and the def2-TZVPD basis) of 2 unconnected molecules or ions with the total composition C8H8BrN2O2 at a distorted geometry.

Energy above the lowest of the compared OMol25 structures with the same formula, charge and spin   39.1 kJ/mol
Frontier orbital gap   7.13 eV
Total charge   +1

Last column: Mulliken charge in e.
Positions of all 21 atoms, in Å:
1 C -2.6650 -0.7299 -1.0893  -0.3741
2 C -1.7169 -0.7265 -2.1059  -0.5984
3 C -2.4231 -0.0570 0.1027  -0.7030
4 C -0.5320 -0.0339 -1.9564  -0.1921
5 C -1.2454 0.6385 0.2867  -0.2647
6 C -0.3158 0.6637 -0.7618  0.3678
7 C 2.3883 -0.5837 0.8977  -0.8602
8 C 1.6727 -0.8153 1.9951  0.1924
9 N 1.5927 2.1966 -0.5500  0.4628
10 N 0.8252 1.3738 -0.6074  0.5021
11 O 2.4560 2.9281 -0.4466  -0.4558
12 O 1.6842 0.0732 3.0089  -0.4713
13 Br 2.3136 -1.7029 -0.6236  -0.0809
14 H -3.5940 -1.2626 -1.2264  0.4139
15 H -1.8946 -1.2685 -3.0209  0.4010
16 H -3.1569 -0.0789 0.8957  0.4015
17 H 0.2096 -0.0196 -2.7368  0.5096
18 H -1.0420 1.1625 1.2078  0.4834
19 H 3.0929 0.2290 0.8300  0.5380
20 H 1.0298 -1.6822 2.0819  0.3589
21 H 1.3207 -0.3046 3.8186  0.3690

Cartesian forces (eV/Å) of the 2 atoms listed first:
C 0.2 0.0 0.0
C 0.0 0.0 0.1